{"formula": "C3H5NO3", "method": "the ωB97M-V functional and the def2-TZVPD basis", "species": ["N", "C", "O", "C", "O", "C", "O", "H", "H", "H", "H", "H"], "xyz": [[-1.4960, -0.8711, 0.1244], [-0.6235, -0.3424, 1.0255], [-0.4477, -0.7809, 2.1461], [0.1103, 0.9159, 0.5430], [1.4200, 0.5982, 0.0428], [1.4609, 0.1006, -1.1922], [0.5041, -0.1340, -1.8896], [-1.3590, -0.6664, -0.8562], [-1.9044, -1.7618, 0.3698], [-0.4514, 1.4478, -0.2297], [0.2812, 1.5560, 1.4065], [2.5056, -0.0620, -1.4903]], "forces_ev_per_angstrom": [[0.1, -0.1, 0.1], [0.0, -0.1, 0.1], [-0.1, 0.2, -0.4], [-0.1, 0.1, 0.1], [0.0, -0.1, -0.1], [-0.2, -0.1, -0.3], [0.4, 0.1, 0.3], [0.0, 0.0, 0.2], [0.0, 0.1, 0.0], [0.0, -0.1, 0.1], [0.0, -0.1, -0.1], [-0.1, 0.0, 0.0]], "lowdin_charge": [0.17, -0.51, 0.06, -0.08, 0.00, -0.33, 0.06, 0.09, 0.12, 0.13, 0.14, 0.15], "largest_force_ev_per_a": 0.5, "lumo_energy_ha": 0.0302, "energy_ha": -397.811880, "e_homo_ev": -10.075, "charge": 0}

{"formula": "C3H5NO3", "method": "the ωB97M-V functional and the def2-TZVPD basis", "species": ["O", "C", "C", "N", "C", "O", "O", "H", "H", "H", "H", "H"], "xyz": [[0.7652, -2.4798, -1.0278], [1.1677, -1.4469, -0.5644], [0.4320, -0.7534, 0.5654], [-0.7097, -0.0931, 0.0069], [-1.0126, 1.2241, -0.1455], [-2.0167, 1.6204, -0.6663], [-0.0615, 2.0555, 0.3773], [2.0686, -0.8387, -0.8381], [1.0781, -0.0074, 1.0301], [0.2009, -1.5218, 1.3143], [-1.3184, -0.6168, -0.6132], [-0.5936, 2.8578, 0.5614]], "forces_ev_per_angstrom": [[0.6, 0.4, -0.3], [0.1, 0.5, 0.7], [0.6, 0.0, 0.4], [-1.2, -0.1, -0.9], [1.2, -0.2, 0.7], [-0.5, 0.3, -0.2], [-1.0, 0.3, 0.4], [-0.1, -0.9, -0.7], [-0.1, 0.0, 0.0], [-0.4, 0.2, -0.1], [0.2, -0.3, 0.4], [0.7, -0.2, -0.3]], "lowdin_charge": [0.07, -0.24, -0.15, 0.08, -0.62, 0.10, 0.09, 0.13, 0.12, 0.13, 0.16, 0.13], "largest_force_ev_per_a": 1.5, "lumo_energy_ha": 0.0186, "energy_ha": -397.795733, "e_homo_ev": -9.849, "charge": 0}

{"formula": "C3H5NO3P", "method": "the ωB97M-V functional and the def2-TZVPD basis", "species": ["C", "N", "C", "O", "O", "C", "O", "P", "H", "H", "H", "H", "H"], "xyz": [[0.2751, -1.2670, 0.6058], [-0.4177, -0.1335, 0.0107], [-2.1975, -0.3163, 0.0198], [-2.5403, -0.9610, 0.9761], [-2.6081, 0.1561, -0.9732], [0.0726, 0.9763, -0.2430], [-0.4042, 1.9447, -0.7574], [2.0342, 1.1645, -0.1073], [0.4491, -2.1831, -0.1455], [1.3782, -0.9299, 0.8959], [-0.2274, -1.6264, 1.5592], [2.0686, 0.6576, -1.3187], [2.1174, 2.5179, -0.5224]], "forces_ev_per_angstrom": [[2.4, -0.6, 0.1], [-2.7, -5.8, 2.2], [1.1, -0.9, 0.5], [0.2, -0.2, 0.9], [-1.1, 1.1, -1.8], [3.8, 3.1, -1.0], [-1.6, 2.2, -0.6], [0.2, 0.6, 2.7], [-0.7, 1.9, 1.5], [-2.2, -0.8, -0.4], [0.4, 0.4, -1.4], [0.5, -1.0, -2.6], [-0.3, -0.2, -0.1]], "lowdin_charge": [-0.15, -0.07, -0.65, 0.02, 0.08, -0.83, -0.06, 0.77, 0.10, 0.02, 0.08, -0.18, -0.13], "largest_force_ev_per_a": 6.8, "lumo_energy_ha": 0.1482, "energy_ha": -739.170997, "e_homo_ev": -4.066, "charge": -1}